Record 1
The following is a quantum chemistry calculation of a 4-piece molecular cluster, C14H30Cl6O6 overall at a distorted geometry, from the Open Molecules 2025 dataset.

```
56
Properties=species:S:1:pos:R:3:mulliken_charge:R:1
C -0.597 3.665 -1.333 -0.919
O -1.138 2.397 -1.135 -0.098
C -2.491 2.488 -0.700 -0.333
C -3.076 1.122 -0.460 -0.724
O -3.650 0.556 -1.610 -0.073
C -4.862 0.987 -2.168 -0.657
C -5.057 0.471 -3.594 -0.748
O -5.193 -0.960 -3.634 -0.035
C -5.676 -1.451 -4.872 -0.849
H -1.130 4.142 -2.166 0.339
H 0.478 3.557 -1.501 0.253
H -0.616 4.308 -0.437 0.339
H -3.113 2.890 -1.523 0.262
H -2.564 3.193 0.145 0.456
H -3.843 1.187 0.385 0.183
H -2.316 0.380 -0.236 0.299
H -5.006 2.055 -2.171 0.493
H -5.722 0.541 -1.594 0.230
H -4.350 0.784 -4.323 0.420
H -6.025 0.935 -3.901 0.393
H -6.771 -1.286 -4.963 0.310
H -5.517 -2.572 -4.804 0.227
H -5.141 -1.099 -5.783 0.311
C 1.534 0.808 1.279 -0.334
O 2.683 1.550 1.445 -0.423
C 3.941 0.830 1.412 -0.536
C 4.016 -0.083 2.627 -0.338
O 5.349 -0.410 2.873 -0.320
C 5.486 -1.555 3.727 -0.492
C 6.861 -1.610 4.365 -0.438
O 7.052 -0.616 5.317 -0.288
C 8.333 -0.573 5.865 -0.713
H 1.152 0.350 2.229 0.217
H 1.787 0.044 0.556 0.303
H 0.809 1.543 0.854 0.007
H 4.779 1.575 1.391 0.281
H 3.948 0.255 0.502 0.295
H 3.405 -0.945 2.434 0.363
H 3.522 0.470 3.451 0.288
H 5.330 -2.497 3.153 0.330
H 4.678 -1.516 4.493 0.345
H 7.674 -1.633 3.556 0.279
H 6.899 -2.652 4.697 0.340
H 8.443 -1.205 6.764 0.246
H 8.446 0.441 6.164 0.256
H 9.102 -0.704 5.062 0.326
C -5.480 -2.714 -1.000 1.126
Cl -6.682 -3.352 -2.159 -0.147
Cl -3.863 -3.497 -1.166 -0.125
Cl -6.041 -2.922 0.664 -0.147
H -5.432 -1.677 -1.233 -0.734
C -0.983 -1.169 -3.426 0.853
Cl -0.397 -0.976 -1.735 -0.107
Cl -1.187 -2.861 -3.761 -0.119
Cl 0.121 -0.293 -4.490 -0.155
H -1.911 -0.697 -3.534 -0.520
```

Summary:
* gap between HOMO and LUMO: 10.115 eV
* maximum force: 2.62 eV/Å
* lowest unoccupied orbital energy: 0.02106 Eh
* highest occupied orbital energy: -9.54 eV
* SMILES: COCCOCCOC.COCCOCCOC.ClC(Cl)Cl.ClC(Cl)Cl

Record 2
The following is a quantum chemistry calculation of C44H40CsF6N13O7S2Te as an isolated structure at a distorted geometry, from the Open Molecules 2025 dataset.

```
114
Properties=species:S:1:pos:R:3:mulliken_charge:R:1
Cs 6.821 -18.545 -16.479 1.071
C 4.165 -13.762 -16.377 -0.714
C 5.069 -14.809 -16.615 -0.411
N 4.733 -15.995 -17.123 0.048
C 3.436 -16.213 -17.417 -0.227
C 2.411 -15.207 -17.215 1.252
C 2.834 -13.955 -16.671 -0.737
C 1.059 -15.473 -17.545 -0.900
C 0.702 -16.686 -18.120 -0.725
C 1.662 -17.678 -18.350 -0.329
C 3.053 -17.507 -18.005 -0.266
N 4.006 -18.470 -18.012 0.330
C 3.963 -19.429 -18.971 -0.157
C 3.551 -19.228 -20.332 0.076
C 3.735 -20.221 -21.302 -1.051
C 4.287 -21.450 -20.976 -0.645
C 4.682 -21.761 -19.646 0.910
C 5.344 -22.972 -19.279 -0.676
C 5.725 -23.155 -17.971 -0.851
C 5.508 -22.114 -17.057 -0.122
N 4.948 -20.954 -17.351 -0.457
C 4.525 -20.740 -18.620 0.319
H 4.538 -12.833 -15.930 0.357
H 6.130 -14.686 -16.391 0.500
H 2.088 -13.173 -16.504 0.352
H 0.317 -14.717 -17.309 0.307
H -0.343 -16.886 -18.369 0.323
H 1.336 -18.649 -18.732 0.388
H 3.160 -18.259 -20.628 0.436
H 3.452 -20.005 -22.341 0.308
H 4.458 -22.192 -21.757 0.198
H 5.554 -23.717 -20.059 0.313
H 6.215 -24.057 -17.621 0.396
H 5.858 -22.202 -16.025 0.424
N 10.726 -19.587 -15.398 0.162
C 11.771 -19.221 -16.205 -0.278
C 12.124 -17.972 -15.771 -0.871
N 11.301 -17.560 -14.766 -0.006
C 10.504 -18.563 -14.542 -0.434
H 10.225 -20.463 -15.391 0.301
H 12.210 -19.848 -16.990 0.428
H 12.931 -17.353 -16.148 0.395
H 9.733 -18.615 -13.770 0.307
N 4.502 -17.233 -12.985 -0.860
N 5.887 -17.107 -12.948 0.953
N 6.673 -17.546 -11.932 -0.683
C 7.890 -17.340 -12.385 -0.637
N 7.908 -16.886 -13.631 0.355
N 6.678 -16.653 -13.958 -0.560
H 4.229 -18.230 -12.822 0.493
H 4.118 -16.784 -13.815 0.313
H 8.795 -17.585 -11.855 0.703
Te 9.669 -14.960 -15.289 0.479
C 10.003 -12.868 -15.588 0.245
C 11.304 -12.411 -15.819 -0.456
C 11.551 -11.045 -15.877 -0.461
C 10.520 -10.129 -15.742 -0.437
C 9.215 -10.585 -15.569 -0.586
C 8.947 -11.945 -15.491 -0.106
C 9.519 -14.554 -13.176 0.234
C 10.405 -15.263 -12.355 -0.213
C 10.249 -15.184 -10.976 -0.499
C 9.195 -14.460 -10.429 -0.419
C 8.301 -13.790 -11.253 -0.550
C 8.462 -13.811 -12.636 -0.283
H 12.120 -13.124 -15.936 0.344
H 12.569 -10.689 -16.056 0.335
H 10.730 -9.062 -15.808 0.330
H 8.395 -9.857 -15.484 0.333
H 7.917 -12.319 -15.318 0.134
H 11.202 -15.857 -12.820 0.311
H 10.946 -15.697 -10.321 0.401
H 9.076 -14.375 -9.340 0.320
H 7.483 -13.209 -10.822 0.344
H 7.778 -13.249 -13.279 0.207
F 9.888 -22.455 -19.482 -0.212
C 10.254 -21.338 -18.841 0.268
F 10.598 -21.641 -17.548 -0.194
F 11.228 -20.683 -19.462 -0.182
S 8.770 -20.170 -18.665 0.749
O 8.447 -20.492 -17.274 -0.776
O 9.085 -18.800 -19.013 -0.711
N 7.560 -20.796 -19.528 0.216
S 7.903 -20.703 -21.163 0.845
O 7.119 -21.735 -21.786 -0.627
O 9.334 -20.609 -21.366 -0.660
C 7.174 -18.974 -21.677 0.590
F 8.220 -18.284 -22.181 -0.248
F 6.641 -18.339 -20.609 -0.066
F 6.222 -19.201 -22.615 -0.213
C 3.725 -22.999 -13.131 -1.091
C 3.907 -22.465 -11.702 -1.378
C 5.235 -21.740 -11.410 2.364
C 5.307 -21.185 -9.961 -1.279
C 6.584 -20.410 -9.626 -0.765
C 6.402 -22.769 -11.562 -0.137
O 6.415 -23.888 -11.012 -0.725
N 7.478 -22.324 -12.330 0.172
C 7.616 -21.066 -13.044 -0.122
O 8.710 -20.808 -13.580 -0.699
N 6.495 -20.316 -13.098 0.238
C 5.356 -20.513 -12.414 -0.032
O 4.324 -19.799 -12.506 -0.953
H 2.720 -23.443 -13.209 0.490
H 4.502 -23.757 -13.373 0.250
H 3.793 -22.168 -13.871 0.200
H 3.839 -23.311 -10.985 0.410
H 3.076 -21.754 -11.502 0.398
H 5.223 -22.050 -9.274 0.394
H 4.441 -20.514 -9.825 0.396
H 7.478 -21.072 -9.730 0.218
H 6.544 -20.034 -8.598 0.495
H 6.706 -19.539 -10.301 -0.009
H 8.307 -22.905 -12.319 0.261
```

Summary:
* gap between HOMO and LUMO: 4.984 eV
* charge: -2
* maximum force: 3.00 eV/Å
* lowest unoccupied orbital energy: 0.12799 Eh
* highest occupied orbital energy: -1.50 eV
* ΔE to the lowest compared entry with this formula, charge and spin: 0.0 kJ/mol

Record 3
The following is a quantum chemistry calculation of C33H35N5O3P2V as an isolated structure at a distorted geometry, from the Open Molecules 2025 dataset.

```
79
Properties=species:S:1:pos:R:3:mulliken_charge:R:1
V 1.071 -0.204 1.168 -0.966
N 0.932 1.267 2.808 -0.274
C 0.403 0.581 3.997 -0.794
C 0.191 -0.919 3.755 0.385
O -0.241 -1.634 4.637 -0.680
N 0.570 -1.309 2.528 0.994
C 0.478 -2.713 2.241 -0.712
C 0.964 -2.900 0.794 0.255
O 1.118 -3.992 0.298 -0.680
O 1.169 -1.779 0.201 -0.450
H 1.861 1.637 3.012 0.373
H 0.332 2.066 2.603 0.205
H -0.556 1.008 4.309 0.313
H 1.091 0.656 4.847 0.396
H -0.557 -3.077 2.334 0.317
H 1.087 -3.315 2.930 0.525
C -2.212 0.491 -1.764 -1.281
N -1.095 0.054 -0.933 1.059
P -1.167 0.160 0.754 2.375
C -2.014 1.757 1.015 0.950
C -1.248 2.911 0.872 0.009
C -1.847 4.158 0.917 -1.191
C -3.218 4.255 1.108 -0.753
C -3.981 3.109 1.257 -0.776
C -3.387 1.859 1.205 -0.868
C -2.391 -1.051 1.290 0.258
C -2.774 -2.117 0.485 -0.387
C -3.705 -3.029 0.952 -0.665
C -4.225 -2.892 2.230 -0.774
C -3.793 -1.867 3.060 -0.888
C -2.882 -0.942 2.589 -0.664
P 0.569 0.219 -1.389 1.292
C 0.502 1.536 -2.669 0.751
C 0.277 1.253 -4.012 -0.521
C 0.299 2.271 -4.947 -0.895
C 0.566 3.574 -4.561 -0.628
C 0.780 3.864 -3.225 -1.017
C 0.741 2.852 -2.285 0.085
C 0.827 -1.272 -2.401 0.385
C -0.152 -2.243 -2.579 -0.284
C 0.163 -3.446 -3.182 -0.739
C 1.456 -3.688 -3.611 -0.580
C 2.431 -2.715 -3.456 -0.747
C 2.123 -1.513 -2.849 -0.504
H -3.129 0.010 -1.416 0.361
H -2.041 0.203 -2.800 0.470
H -2.359 1.576 -1.732 0.277
H -0.178 2.812 0.695 -0.224
H -1.250 5.050 0.797 0.485
H -3.689 5.226 1.134 0.412
H -5.047 3.183 1.405 0.474
H -3.988 0.967 1.305 0.451
H -2.323 -2.235 -0.489 0.201
H -4.024 -3.840 0.315 0.482
H -4.966 -3.591 2.585 0.408
H -4.162 -1.784 4.069 0.481
H -2.555 -0.123 3.217 0.566
H 0.111 0.233 -4.328 0.514
H 0.132 2.046 -5.987 0.441
H 0.617 4.362 -5.298 0.411
H 1.002 4.875 -2.917 0.460
H 0.917 3.082 -1.241 0.030
H -1.161 -2.061 -2.240 -0.020
H -0.595 -4.205 -3.298 0.444
H 1.706 -4.636 -4.062 0.400
H 3.440 -2.908 -3.789 0.431
H 2.882 -0.749 -2.710 0.393
C 4.001 -1.409 2.159 -1.125
C 3.969 -0.311 1.165 0.402
N 2.934 0.454 0.863 0.599
C 3.372 1.355 -0.070 -0.513
C 4.686 1.127 -0.336 -0.698
N 5.050 0.072 0.452 -0.060
H 3.052 -1.447 2.694 0.045
H 4.816 -1.255 2.869 0.481
H 4.156 -2.368 1.662 0.329
H 2.731 2.106 -0.494 0.326
H 5.370 1.609 -1.002 0.445
H 5.968 -0.345 0.491 0.212
```

Summary:
* gap between HOMO and LUMO (alpha / beta): 8.298 / 8.759 eV
* 2S+1: 3
* charge: +1
* maximum force: 2.47 eV/Å
* lowest unoccupied orbital energy (alpha / beta): -0.09521 / -0.08829 Eh
* highest occupied orbital energy (alpha / beta): -10.89 / -11.16 eV
* ΔE to the lowest compared entry with this formula, charge and spin: 96.5 kJ/mol

Q: maximum force of number 1 (C14H30Cl6O6)?
A: 2.62 eV/Å